# C8H14BaN2

A structure of composition C8H14BaN2 in a non-equilibrium geometry (ωB97M-V/def2-TZVPD, the OMol25 dataset).

Element x y z (Å)
Ba  3.32  -3.24  0.61
C  0.23  1.79  0.84
C  0.99  2.20  2.10
C  1.11  1.05  3.13
C  1.86  -0.07  2.57
N  2.46  -0.94  2.12
H  0.79  1.11  0.20
H  0.01  2.65  0.21
H  -0.73  1.35  1.13
H  0.53  3.07  2.57
H  2.01  2.48  1.84
H  0.13  0.64  3.39
H  1.61  1.44  4.01
C  -1.32  0.20  -2.57
C  -1.73  -1.27  -2.66
C  -1.33  -2.12  -1.44
C  0.08  -2.03  -1.08
N  1.20  -1.92  -0.81
H  -1.56  0.60  -1.58
H  -1.84  0.82  -3.29
H  -0.25  0.27  -2.74
H  -1.29  -1.71  -3.55
H  -2.81  -1.39  -2.79
H  -1.55  -3.17  -1.63
H  -1.92  -1.83  -0.57

The calculation puts the strongest force on any atom at 1.369 eV Å⁻¹. As for the electronic energy: -447.7153 Eh. As for the total charge: +2. Its HOMO energy is -17.4 eV.

# C8H14CdN3S

A structure of composition C8H14CdN3S in a non-equilibrium geometry (ωB97M-V/def2-TZVPD, the OMol25 dataset).

Element x y z (Å)
C  -1.07  1.81  0.62
Cd  0.11  0.10  0.01
N  1.36  -1.74  -0.69
H  -0.51  0.29  -2.00
H  2.37  -1.56  -0.70
H  -1.14  0.01  -1.59
H  -1.56  2.27  -0.24
H  -0.43  2.55  1.13
H  -1.85  1.50  1.33
H  1.20  -2.51  -0.03
H  1.14  -2.10  -1.63
N  -1.05  -2.91  1.18
C  -0.68  -2.11  2.23
N  -0.02  -0.98  2.03
C  0.32  -0.33  3.24
C  0.89  0.94  3.38
C  1.07  1.45  4.68
C  0.71  0.68  5.80
C  0.13  -0.58  5.64
C  -0.08  -1.08  4.36
S  -0.80  -2.64  3.86
H  -1.58  -3.76  1.39
H  -1.28  -2.46  0.31
H  1.16  1.52  2.50
H  1.51  2.43  4.82
H  0.89  1.08  6.81
H  -0.19  -1.22  6.48

The calculation puts the strongest force on any atom at 1.843 eV Å⁻¹. As for the electronic energy: -1043.2752 Eh. As for the total charge: -1. Its HOMO energy (spin up / spin down) is 0.3 / 0.1 eV. As for the energy above the lowest of the compared OMol25 structures with the same formula, charge and spin: 113.7 kJ/mol.

# C8H14Cl2IInNO4

A structure of composition C8H14Cl2IInNO4 (ωB97M-V/def2-TZVPD, the OMol25 dataset).

Element x y z (Å)
C  4.45  -1.43  0.74
C  3.51  -1.41  -0.44
O  2.99  -2.39  -0.89
O  3.32  -0.18  -1.02
C  2.33  0.74  -0.56
O  1.83  1.42  -1.41
C  2.09  0.76  0.88
In  0.02  0.10  1.48
C  -0.11  -2.08  1.29
N  -0.15  -2.66  -0.07
C  -1.49  1.20  0.20
C  -2.70  0.41  0.09
O  -3.57  0.16  0.85
I  -2.88  -0.54  -1.94
H  3.88  -1.74  1.63
H  5.21  -2.19  0.55
H  4.92  -0.46  0.92
H  2.79  0.14  1.45
H  2.17  1.80  1.22
H  -0.21  0.61  3.15
H  0.76  -2.49  1.83
H  -1.00  -2.41  1.85
H  -0.15  -1.96  -0.80
H  0.66  -3.24  -0.25
H  -1.07  1.46  -0.76
H  -1.73  2.09  0.80
C  -5.32  2.80  -2.15
Cl  -4.42  3.33  -0.72
Cl  -4.40  3.03  -3.65
H  -5.53  1.74  -2.05
H  -6.22  3.39  -2.21

The calculation puts the strongest force on any atom at 0.712 eV Å⁻¹. As for the electronic energy: -2077.1873 Eh. As for the total charge: -1. Its HOMO energy is -4.7 eV.

# C8H14F2S

A cluster of 2 separate species, C8H14F2S in total in a non-equilibrium geometry (ωB97M-V/def2-TZVPD, the OMol25 dataset).

Element x y z (Å)
C  2.73  -0.11  -2.18
C  1.98  -0.92  -1.20
C  -2.17  -1.14  -0.53
C  -2.85  -0.23  0.55
C  -2.01  1.02  0.89
C  -0.79  0.38  1.60
C  0.45  0.92  1.60
C  2.10  -0.78  0.11
F  3.04  -0.11  0.80
F  1.43  -1.62  0.93
S  0.78  2.20  0.33
H  3.52  -0.70  -2.85
H  3.32  0.75  -1.89
H  1.35  -1.65  -1.65
H  -2.65  -2.04  -0.84
H  -1.16  -1.35  -0.18
H  -2.00  -0.53  -1.42
H  -2.99  -0.87  1.35
H  -3.83  0.19  0.16
H  -2.47  1.58  1.68
H  -1.95  1.71  0.08
H  2.15  0.38  -3.04
H  -1.09  -0.28  2.36
H  1.33  0.61  2.16
H  1.77  2.58  1.18

The SMILES is CCC/C=C\S.CC=C(F)F. The calculation puts the strongest force on any atom at 4.180 eV Å⁻¹. As for the electronic energy: -911.0334 Eh. As for the total charge: 0. Its HOMO energy is -8.4 eV. As for the energy above the lowest of the compared OMol25 structures with the same formula, charge and spin: 8.4 kJ/mol.

# C8H14F6O4PRb

A structure of composition C8H14F6O4PRb in a non-equilibrium geometry (ωB97M-V/def2-TZVPD, the OMol25 dataset).

Element x y z (Å)
Rb  -3.13  -0.85  -0.57
P  -3.11  -2.82  2.51
F  -3.45  -1.23  2.48
F  -2.14  -2.58  3.77
F  -4.36  -3.05  3.56
F  -2.73  -4.44  2.50
F  -4.09  -2.89  1.19
F  -1.88  -2.39  1.56
C  1.82  -1.20  -1.38
C  1.23  -0.94  -2.78
C  -0.11  -1.74  -2.79
O  -0.41  -1.72  -1.34
C  0.82  -1.98  -0.60
H  2.14  -0.31  -0.85
H  2.74  -1.77  -1.46
H  1.85  -1.16  -3.65
H  1.14  0.15  -2.84
H  0.06  -2.76  -3.15
H  -0.90  -1.27  -3.38
H  0.91  -3.06  -0.69
H  0.80  -1.67  0.44
C  2.12  3.50  1.72
C  0.98  3.57  0.70
C  1.16  2.87  -0.61
O  0.07  2.00  -0.72
C  -0.75  2.14  0.31
O  -1.84  1.56  0.44
O  -0.10  2.84  1.26
H  3.02  3.92  1.25
H  2.26  2.52  2.17
H  1.72  4.13  2.51
H  0.77  4.62  0.50
H  2.14  2.38  -0.65
H  1.25  3.63  -1.40

As for the expectation value of S²: 0.754. As for the multiplicity: 2. The calculation puts the strongest force on any atom at 3.951 eV Å⁻¹. As for the electronic energy: -1578.6898 Eh. As for the total charge: +1. Its HOMO energy (spin up / spin down) is -13.8 / -13.8 eV.

# C8H14INO2P

The ion C8H14INO2P with charge +1 in a non-equilibrium geometry (ωB97M-V/def2-TZVPD, the OMol25 dataset).

Element x y z (Å)
C  0.91  -3.28  -0.70
C  -0.81  -0.70  1.71
C  0.64  -2.02  0.11
C  -0.73  -1.37  0.38
C  0.24  -0.75  -0.65
C  -0.27  1.71  0.14
C  -0.68  1.56  1.54
C  1.46  0.99  -1.69
N  0.88  0.51  -0.43
O  0.58  -3.54  -1.83
O  -1.58  0.49  1.69
P  -1.66  1.64  -1.18
I  -1.73  3.34  2.08
H  1.73  -3.93  -0.22
H  -1.29  -1.33  2.45
H  0.25  -0.53  1.99
H  1.40  -1.95  0.80
H  -1.57  -1.81  -0.07
H  0.06  -1.02  -1.76
H  0.48  2.67  0.02
H  0.08  1.53  2.28
H  0.60  1.51  -2.15
H  2.32  1.67  -1.47
H  1.69  0.12  -2.36
H  1.56  0.51  0.31
H  -2.12  3.04  -0.81
H  -2.43  0.94  -0.19

The SMILES is C[N@@H+]1[C@H]2[C@H](C=O)[C@H]2CO[C@H](I)[C@@H]1P. The calculation puts the strongest force on any atom at 4.981 eV Å⁻¹. As for the electronic energy: -1157.1187 Eh. As for the total charge: +1. Its HOMO energy is -12.9 eV. As for the energy above the lowest of the compared OMol25 structures with the same formula, charge and spin: 29.0 kJ/mol.

# C8H14LiO8S

A structure of composition C8H14LiO8S in a non-equilibrium geometry (ωB97M-V/def2-TZVPD, the OMol25 dataset).

Element x y z (Å)
Li  1.70  1.29  0.10
S  1.86  3.32  -2.54
O  1.98  2.46  -1.36
O  2.83  4.43  -2.54
O  2.28  2.42  -3.59
O  0.50  3.75  -2.81
C  0.72  0.90  2.83
O  1.79  1.57  2.21
H  0.40  0.10  2.14
H  -0.24  1.50  3.01
H  0.87  0.43  3.80
H  2.21  2.16  2.68
C  2.82  -1.71  0.63
O  2.91  -0.67  -0.26
H  3.60  -2.50  0.60
H  1.91  -2.26  0.36
H  2.72  -1.33  1.75
H  3.72  -0.89  -0.75
C  -2.52  0.20  -1.05
C  -3.59  -0.66  -0.84
C  -3.51  -1.85  -0.15
C  -2.31  -2.17  0.47
C  -1.28  -1.37  0.23
C  -1.32  -0.23  -0.44
O  -0.15  0.43  -0.76
O  -4.61  -2.73  -0.09
H  -2.74  1.14  -1.57
H  -4.68  -0.60  -1.22
H  -2.26  -3.18  0.93
H  -0.30  -1.67  0.66
H  -0.16  0.72  -1.63
H  -5.17  -2.98  -0.78

The calculation puts the strongest force on any atom at 6.897 eV Å⁻¹. As for the electronic energy: -1320.8780 Eh. As for the total charge: -1. Its HOMO energy is -2.4 eV. As for the energy above the lowest of the compared OMol25 structures with the same formula, charge and spin: 0.0 kJ/mol.

# C8H14N2O2

A cluster of 2 separate species, C8H14N2O2 in total in a non-equilibrium geometry (ωB97M-V/def2-TZVPD, the OMol25 dataset).

Element x y z (Å)
C  -2.25  -0.25  2.57
C  -1.38  0.95  2.20
C  -0.26  0.59  1.25
C  0.17  1.49  0.16
C  -0.24  -0.35  -2.90
C  2.01  -0.84  -2.37
C  3.37  -0.32  -2.45
C  4.51  0.07  -2.49
H  -0.90  -1.79  2.54
H  -2.08  -1.98  3.64
H  -2.76  -0.60  1.66
H  -3.02  0.08  3.27
H  -2.02  1.72  1.74
H  -0.94  1.38  3.12
H  0.51  -0.05  1.67
H  -0.34  2.45  0.03
H  1.22  1.48  -0.15
H  -0.11  -0.41  -0.51
H  -0.79  0.43  -2.36
H  -0.35  -1.33  -2.45
H  -0.58  -0.36  -3.95
H  5.45  0.46  -2.50
N  -1.45  -1.28  3.23
N  -0.66  0.32  -0.13
O  1.15  0.03  -2.91
O  1.74  -1.92  -1.89

The SMILES is NCC[C@@H]1CN1.C#CC(=O)OC. The calculation puts the strongest force on any atom at 2.789 eV Å⁻¹. As for the electronic energy: -573.0998 Eh. As for the total charge: 0. Its HOMO energy is -9.3 eV. As for the energy above the lowest of the compared OMol25 structures with the same formula, charge and spin: 284.7 kJ/mol.

# C8H14N2O3

The molecule C8H14N2O3 in a non-equilibrium geometry (ωB97M-V/def2-TZVPD, the OMol25 dataset).

Element x y z (Å)
C  -0.01  -1.23  0.05
C  -0.25  -0.70  1.44
C  1.42  -1.79  0.02
C  2.00  -1.35  -1.33
C  1.16  -0.08  -1.61
C  -1.43  1.33  0.99
C  -2.13  1.26  -0.32
C  -0.01  2.11  1.02
H  -0.66  -0.61  -1.62
H  -0.58  -2.26  -0.18
H  1.88  -1.22  0.86
H  1.65  -2.84  0.16
H  3.11  -1.11  -1.15
H  1.80  -2.05  -2.08
H  1.24  0.17  -2.67
H  1.75  0.83  -1.26
H  -1.55  0.09  2.64
H  -2.00  2.09  1.42
H  0.82  1.90  0.35
H  0.35  1.97  2.15
H  -0.04  3.15  0.74
H  -2.83  -0.34  -1.24
N  -0.14  -0.34  -0.91
N  -1.31  0.12  1.70
O  0.39  -1.25  2.38
O  -2.00  2.11  -1.19
O  -2.63  0.02  -0.36

The SMILES is C[C@H](NC(=O)[C@@H]1CCCN1)C(=O)O. The calculation puts the strongest force on any atom at 7.212 eV Å⁻¹. As for the electronic energy: -648.3715 Eh. As for the total charge: 0. Its HOMO energy is -9.2 eV. As for the energy above the lowest of the compared OMol25 structures with the same formula, charge and spin: 360.3 kJ/mol.

The highest electronic energy belongs to which entry?
C8H14BaN2

The highest total charge belongs to which entry?
C8H14BaN2

Number 4 is which compound?
C8H14F2S

strongest force on any atom of number 2 (C8H14CdN3S)?
1.843 eV Å⁻¹